i:
Molecular formula: C23H62O8
Method: DFT, ωB97M-V with the def2-TZVPD basis set

```
! wB97M-V def2-TZVPD RIJCOSX def2/J DEFGRID3
* xyz 0 1
C -0.311 -1.072 1.081
C 0.270 0.143 0.373
O 1.322 0.767 1.091
H -0.617 -0.882 2.106
H 0.308 -1.963 0.955
H -1.211 -1.360 0.514
H -0.509 0.884 0.212
H 0.568 -0.223 -0.619
H 1.996 0.100 1.254
C 2.538 3.754 0.748
C 2.214 5.223 0.621
C 3.367 6.016 0.037
O 1.103 5.299 -0.321
H 1.667 3.179 1.048
H 3.330 3.660 1.494
H 2.885 3.338 -0.199
H 1.888 5.670 1.562
H 3.095 7.051 -0.175
H 3.710 5.529 -0.880
H 4.254 6.059 0.678
H 0.745 6.190 -0.334
C -4.270 3.505 -0.491
C -4.357 2.459 0.605
C -3.027 1.762 0.880
O -4.833 3.022 1.845
H -4.241 3.013 -1.470
H -3.367 4.115 -0.452
H -5.142 4.163 -0.488
H -5.092 1.694 0.315
H -2.968 0.774 0.425
H -2.913 1.621 1.957
H -2.217 2.395 0.522
H -5.742 3.299 1.697
C 1.527 -1.311 -3.076
C 2.733 -2.109 -2.600
C 2.441 -3.588 -2.562
O 3.826 -1.934 -3.509
H 1.374 -1.527 -4.136
H 1.629 -0.247 -2.860
H 0.598 -1.647 -2.603
H 3.022 -1.789 -1.591
H 2.138 -3.928 -3.554
H 1.608 -3.770 -1.878
H 3.302 -4.151 -2.210
H 3.905 -0.994 -3.697
C -0.957 1.512 -2.930
C 0.072 2.529 -2.491
C 0.426 3.507 -3.596
O -0.514 3.240 -1.392
H -0.555 0.780 -3.637
H -1.797 2.004 -3.428
H -1.340 0.956 -2.074
H 0.962 1.988 -2.142
H 1.021 4.313 -3.165
H -0.491 3.899 -4.031
H 1.023 3.014 -4.367
H 0.127 3.911 -1.108
C 5.421 1.517 3.482
C 5.757 0.405 2.517
C 4.539 -0.054 1.724
O 6.785 0.868 1.629
H 6.068 1.592 4.356
H 4.420 1.371 3.898
H 5.459 2.469 2.948
H 6.128 -0.458 3.087
H 3.736 -0.326 2.412
H 4.789 -0.923 1.112
H 4.216 0.738 1.044
H 7.386 0.140 1.458
C -4.180 -2.803 -0.777
C -5.585 -3.310 -0.471
C -6.310 -3.798 -1.714
O -5.497 -4.392 0.481
H -3.668 -2.655 0.176
H -4.200 -1.826 -1.265
H -3.625 -3.535 -1.364
H -6.158 -2.538 0.044
H -5.655 -4.469 -2.277
H -6.581 -2.973 -2.378
H -7.224 -4.337 -1.467
H -5.251 -5.197 0.014
C -0.609 -6.120 3.255
C -0.517 -4.863 2.399
C -1.899 -4.229 2.258
O 0.398 -3.950 3.035
H -1.297 -6.861 2.851
H -0.925 -5.831 4.262
H 0.379 -6.564 3.390
H -0.076 -5.064 1.424
H -2.281 -3.953 3.243
H -2.526 -4.985 1.781
H -1.911 -3.322 1.656
H -0.034 -3.602 3.822
*
```

Calculated values
structure (SMILES)	CC(C)O.CC(C)O.CC(C)O.CC(C)O.CC(C)O.CC(C)O.CC(C)O.CCO
HOMO energy	-9.76	eV
gap between HOMO and LUMO	10.32	eV



ii:
Molecular formula: C23H62O8
Method: DFT, ωB97M-V with the def2-TZVPD basis set

```
! wB97M-V def2-TZVPD RIJCOSX def2/J DEFGRID3
* xyz 0 1
C 1.051 -0.425 0.308
C 0.167 -0.863 1.530
O -0.008 0.176 2.445
H 0.854 -1.063 -0.552
H 2.091 -0.556 0.532
H 0.761 0.632 0.120
H 0.572 -1.763 2.032
H -0.825 -1.121 1.142
H 0.710 0.029 3.110
C -1.446 3.584 2.443
C -0.640 3.502 1.072
C -0.457 4.851 0.414
O 0.612 2.918 1.326
H -0.919 4.303 3.079
H -1.418 2.561 2.872
H -2.489 3.833 2.354
H -1.212 2.927 0.343
H -0.078 4.766 -0.597
H 0.074 5.588 1.044
H -1.482 5.269 0.326
H 0.477 2.123 1.874
C -2.230 3.227 -3.084
C -2.997 1.953 -3.256
C -2.545 0.816 -2.391
O -4.400 2.135 -3.054
H -2.947 4.026 -3.320
H -1.289 3.286 -3.588
H -1.967 3.344 -1.992
H -2.958 1.698 -4.330
H -1.490 0.659 -2.622
H -3.022 -0.144 -2.654
H -2.672 1.068 -1.333
H -4.536 2.283 -2.111
C 3.405 2.014 4.157
C 3.536 0.567 3.825
C 4.869 0.006 4.219
O 2.421 -0.140 4.356
H 4.234 2.637 3.835
H 3.424 2.029 5.245
H 2.504 2.501 3.760
H 3.384 0.432 2.748
H 5.171 0.227 5.273
H 5.672 0.497 3.646
H 4.907 -1.076 4.076
H 2.340 -0.047 5.307
C 2.774 -3.960 -0.590
C 2.534 -5.403 -0.200
C 3.753 -6.287 -0.300
O 2.186 -5.502 1.224
H 3.362 -3.462 0.184
H 1.825 -3.421 -0.826
H 3.348 -3.981 -1.506
H 1.716 -5.750 -0.875
H 4.015 -6.211 -1.372
H 3.557 -7.376 -0.105
H 4.560 -5.869 0.300
H 1.447 -4.920 1.386
C -2.855 -3.648 -1.914
C -1.554 -3.521 -1.181
C -1.415 -4.493 -0.067
O -0.482 -3.934 -2.027
H -2.988 -4.689 -2.206
H -2.899 -3.031 -2.872
H -3.612 -3.327 -1.213
H -1.309 -2.559 -0.790
H -1.997 -4.238 0.792
H -0.400 -4.595 0.256
H -1.755 -5.491 -0.331
H -0.483 -3.559 -2.880
C 3.161 3.035 -4.187
C 1.837 2.321 -4.210
C 1.405 1.932 -2.786
O 0.743 3.156 -4.691
H 3.081 3.946 -3.603
H 3.378 3.267 -5.212
H 3.931 2.458 -3.700
H 1.882 1.441 -4.846
H 0.511 1.277 -2.698
H 1.275 2.843 -2.186
H 2.240 1.388 -2.310
H 0.864 3.370 -5.632
C -3.867 0.866 2.736
C -3.605 0.619 1.269
C -3.773 -0.864 0.993
O -4.356 1.497 0.464
H -4.831 0.471 2.981
H -3.856 1.911 2.978
H -3.104 0.363 3.338
H -2.608 0.845 0.978
H -3.249 -1.465 1.698
H -3.469 -1.118 0.003
H -4.854 -1.102 1.052
H -5.277 1.504 0.758
*
```

Calculated values
structure (SMILES)	CC(C)O.CC(C)O.CC(C)O.CC(C)O.CC(C)O.CC(C)O.CC(C)O.CCO
HOMO energy	-9.73	eV
gap between HOMO and LUMO	10.26	eV



Verdict on stability: ii comes out at the bottom.